# 1
Density functional theory data (ωB97M-V/def2-TZVPD) for a cluster of 6 separate species, C40H69F4N2O13PS in total.

Geometry (Å):
C 3.4230 -3.0401 -0.5146
C 3.2094 -4.5630 0.1301
O 2.8830 -4.5522 1.5647
C 1.4409 -4.3337 1.8039
C 1.0258 -2.7207 1.8797
C 1.9625 -1.5823 2.6696
C 3.3589 -1.9754 3.4359
C 3.2322 -3.2009 4.5209
C 4.6292 -4.0944 4.3864
C 5.9461 -3.1528 4.7984
C 6.7614 -2.6061 3.4447
N 6.5030 -1.1167 3.2697
C 1.5404 0.0345 2.6842
C 2.4242 1.2133 3.4144
C 2.0708 1.3430 5.0435
C 3.0697 2.4236 5.8137
C 2.5147 3.9479 5.4821
N 3.6243 4.9577 5.2678
C 0.1725 0.5059 1.8994
C -0.7556 -0.6454 1.1180
C -0.3547 -2.2591 1.0953
C -1.3765 -3.2538 0.2865
C -1.4157 -3.0122 -1.3394
C 0.0955 -3.2135 -2.0048
F 0.5653 -1.8821 -2.4632
C -2.0929 -0.0263 0.3297
O -3.3025 -0.5918 0.3399
C -1.8103 1.4242 -0.4535
C -2.3642 1.7849 -1.9559
C -2.0430 3.2168 -2.7466
S -2.7276 3.4025 -4.4802
O -1.5217 3.4769 -5.4795
O -3.4718 2.0592 -4.8402
C -3.7891 4.9205 -4.7584
F -4.8353 4.5167 -5.7709
F -2.9531 5.9428 -5.4291
F -4.5322 5.3971 -3.5691
C -1.1489 4.3156 -1.9213
P -0.7393 6.0159 -2.6885
O 0.2776 6.7568 -1.6805
O 0.1103 5.8342 -4.1978
O -2.1589 7.0246 -2.7571
C -0.5498 4.0172 -0.3902
C -0.8704 2.5733 0.3169
C -0.3035 2.1074 1.8200
O -0.2460 2.9532 2.8641
H 4.2753 -2.5142 0.1050
H 3.7304 -3.1268 -1.6649
H 2.4362 -2.3963 -0.5056
H 2.4902 -5.2370 -0.5184
H 4.2832 -5.0770 0.0405
H 1.0464 -4.8475 2.7999
H 0.8774 -4.9001 0.9220
H 4.1157 -2.3446 2.5897
H 3.8966 -1.0886 3.9779
H 3.2703 -2.6918 5.5995
H 2.2574 -3.8415 4.4259
H 4.5253 -5.0524 5.0591
H 4.8439 -4.4566 3.2870
H 6.7210 -3.8064 5.3864
H 5.5521 -2.2152 5.3781
H 7.9160 -2.7526 3.5667
H 6.4257 -3.1852 2.4734
H 7.3845 -0.5729 3.4620
H 6.1235 -0.8894 2.3223
H 3.5945 0.9925 3.3823
H 2.2748 2.2846 2.9660
H 0.9732 1.8002 5.1490
H 2.1299 0.2810 5.5736
H 4.1983 2.2641 5.4866
H 3.0430 2.3164 6.9911
H 1.8786 4.3135 6.4235
H 1.7791 3.9697 4.5436
H 3.4012 5.6001 4.4647
H 4.5352 4.5115 5.0137
H -1.1926 -4.4004 0.4553
H -2.4815 -3.0449 0.6868
H -1.9090 -1.9943 -1.6397
H -2.0763 -3.8958 -1.7914
H 0.7697 -3.6805 -1.1379
H -0.0142 -3.9998 -2.8843
H -3.0111 0.9631 -2.5054
H 0.6877 5.0042 -4.0638
H -1.9684 7.9726 -2.4946
H 0.1203 4.8386 0.1416
C -6.0509 -0.7312 -2.9153
C -4.9406 -1.7579 -3.0002
O -4.4731 -1.8573 -4.3374
H -6.8811 -1.0067 -3.5738
H -6.4256 -0.6456 -1.8914
H -5.6962 0.2511 -3.2442
H -5.3050 -2.7422 -2.6918
H -4.1013 -1.4826 -2.3543
H -4.1441 -0.9802 -4.5989
C -7.1600 6.1517 -0.2311
C -7.4392 7.3736 -1.0814
O -6.2249 8.0498 -1.3725
H -6.6672 6.4379 0.7038
H -8.0866 5.6214 0.0060
H -6.4835 5.4648 -0.7501
H -8.0975 8.0673 -0.5503
H -7.9202 7.0943 -2.0238
H -5.6506 7.4280 -1.8514
C -3.0399 -3.7807 -7.6602
C -2.6959 -4.7731 -6.5689
O -2.4172 -4.0853 -5.3582
H -2.2128 -3.0810 -7.8187
H -3.2531 -4.2947 -8.6018
H -3.9131 -3.1831 -7.3792
H -1.8099 -5.3528 -6.8440
H -3.5231 -5.4682 -6.3956
H -3.2129 -3.5802 -5.1181
C -5.9645 2.8509 -7.7989
C -6.7396 1.5539 -7.9049
O -5.8567 0.4849 -8.2114
H -5.4423 3.0649 -8.7372
H -6.6315 3.6861 -7.5673
H -5.2004 2.7828 -7.0177
H -7.4870 1.6186 -8.7011
H -7.2541 1.3264 -6.9662
H -5.2020 0.4305 -7.4943
C 8.6909 -4.2737 9.1108
C 9.1019 -4.2460 7.6532
O 8.2294 -3.3995 6.9193
H 7.6613 -4.6317 9.2135
H 9.3511 -4.9256 9.6899
H 8.7226 -3.2676 9.5414
H 9.0477 -5.2495 7.2210
H 10.1260 -3.8768 7.5412
H 8.2912 -2.5091 7.3056

Its SMILES is CCOCc1c(CCCCCN)c(CCCCN)c2c(c1CCCF)C(=O)c1cc(S(=O)(=O)C(F)(F)F)c(P(=O)(O)O)cc1C2=O.CCO.CCO.CCO.CCO.CCO. The HOMO-LUMO gap is 0.22552 Eh. As for the calculated total energy: -103160.9001 eV. The net charge is 0.

# 2
Density functional theory data (ωB97M-V/def2-TZVPD) for a cluster of 4 separate species, C40H69NO7S2 in total.

Geometry (Å):
C -2.2694 1.5400 8.5933
C -1.8362 1.0885 7.1882
C -2.9840 0.5030 6.3335
C -3.2087 1.2290 4.9951
C -3.2734 0.2914 3.7775
C -1.9630 0.2247 3.0054
C -2.1126 -0.5622 1.6919
C -1.7197 0.2578 0.4549
N -2.5611 -0.0966 -0.6981
C -2.5065 0.9093 -1.7767
C -1.2292 0.9214 -2.6341
C -0.2801 2.1108 -2.3438
C -0.1924 3.0268 -3.5705
C 0.8793 4.1287 -3.4227
C 1.9442 4.0978 -4.5312
C 1.9678 5.3852 -5.3655
C 0.8623 5.3817 -6.4548
C -2.4119 -1.3989 -1.1372
S -3.6348 -2.2126 -1.8551
S -0.8486 -2.1746 -0.8559
C -0.7394 -3.4585 -2.1185
C 0.5934 -4.1822 -2.0002
C 0.6922 -5.1449 -0.7783
C 1.5870 -4.5235 0.2536
C 1.1366 -3.7989 1.2880
C 2.1396 -3.1887 2.2068
O 1.9868 -3.1067 3.4127
C 3.3672 -2.6791 1.5074
C 3.9785 -1.3702 1.9630
C 4.5556 -0.6494 0.7564
O 4.6590 0.7538 1.0465
C 5.2696 1.5102 0.0918
O 5.5056 2.6830 0.3494
C 5.6691 0.9218 -1.2462
C 6.5423 1.8963 -2.0262
C 3.8346 -3.4434 0.5097
C 3.0743 -4.6879 0.1666
O 3.6134 -5.7428 -0.1168
H -1.7227 2.4182 8.9267
H -2.1155 0.7585 9.3298
H -3.3169 1.8340 8.5800
H -1.0874 0.3104 7.3240
H -1.3374 1.9130 6.6865
H -2.8022 -0.5584 6.1864
H -3.8812 0.5760 6.9442
H -4.1202 1.8147 5.0703
H -2.3848 1.9213 4.8338
H -4.0980 0.5662 3.1206
H -3.5171 -0.7090 4.1317
H -1.2797 -0.3324 3.6499
H -1.5183 1.2103 2.8764
H -1.5820 -1.5076 1.7369
H -3.1709 -0.7844 1.5718
H -1.9693 1.2869 0.6977
H -0.6461 0.2027 0.2503
H -2.6083 1.8818 -1.3028
H -3.3691 0.7841 -2.4252
H -1.5363 1.0003 -3.6772
H -0.6469 0.0063 -2.5686
H -0.5803 2.6727 -1.4608
H 0.7365 1.7454 -2.1923
H 0.0494 2.4043 -4.4285
H -1.1893 3.4354 -3.7383
H 1.3641 4.0390 -2.4558
H 0.3755 5.0914 -3.4806
H 1.7934 3.2806 -5.2366
H 2.9500 3.9696 -4.1328
H 2.9285 5.5103 -5.8586
H 1.7982 6.2351 -4.7083
H 0.3014 6.3102 -6.4364
H 0.1867 4.5563 -6.2473
H 1.2952 5.2754 -7.4436
H -1.5915 -4.1286 -2.0793
H -0.7520 -2.9581 -3.0849
H 1.3519 -3.4078 -1.8718
H 0.8247 -4.6935 -2.9285
H -0.2959 -5.3414 -0.3795
H 1.1784 -6.0610 -1.1035
H 0.0914 -3.6115 1.4776
H 3.1549 -0.7815 2.3590
H 4.7322 -1.5823 2.7130
H 3.9171 -0.7866 -0.1103
H 5.5451 -1.0573 0.5717
H 6.2365 0.0001 -1.1476
H 4.8085 0.6857 -1.8710
H 6.8132 1.4676 -2.9868
H 7.4452 2.1278 -1.4716
H 6.0208 2.8275 -2.2189
H 4.7232 -3.2178 -0.0602
C -3.2208 -1.6260 -5.7318
C -2.1149 -0.7265 -6.2190
C -1.6742 -0.8959 -7.6524
O -1.6010 0.0974 -5.4959
H -3.4416 -1.4028 -4.6904
H -4.1209 -1.4660 -6.3278
H -2.9162 -2.6710 -5.8116
H -2.5119 -0.7060 -8.3248
H -1.3054 -1.9102 -7.8130
H -0.8765 -0.1900 -7.8726
C -7.1254 -4.7917 2.2183
C -6.0796 -3.9194 1.5643
C -5.7134 -4.2420 0.1355
O -5.5598 -3.0052 2.1593
H -7.2930 -4.4530 3.2381
H -8.0636 -4.7293 1.6648
H -6.7871 -5.8288 2.2396
H -6.5930 -4.1565 -0.5050
H -5.3149 -5.2564 0.0731
H -4.9558 -3.5384 -0.2065
C 4.4088 3.0849 5.8956
C 3.6476 3.5759 4.6860
C 3.6956 2.7079 3.4534
O 3.0316 4.6151 4.7097
H 4.2934 3.7974 6.7092
H 4.0203 2.1162 6.2140
H 5.4688 2.9880 5.6559
H 3.2757 1.7242 3.6721
H 4.7241 2.5963 3.1104
H 3.1131 3.1720 2.6612

Its SMILES is CCCCCCCCN(CCCCCCCC)C(=S)SCCCC1=CC(=O)C(CCOC(=O)CC)=CC1=O.CC(C)=O.CC(C)=O.CC(C)=O. The HOMO-LUMO gap is 0.27852 Eh. As for the calculated total energy: -80089.9122 eV. The net charge is 0.

# 3
Density functional theory data (ωB97M-V/def2-TZVPD) for a cluster of 12 separate species, C40H70O32S9 in total.

Geometry (Å):
C 5.8167 3.7086 20.8478
C 7.1668 4.1982 21.4130
O 8.1647 3.4696 20.7107
S 7.4833 2.2462 19.7432
O 8.0693 0.8904 20.0351
O 7.3093 2.6663 18.3265
O 6.0511 2.3699 20.4991
H 5.5768 4.3430 19.9945
H 5.0217 3.7968 21.5884
H 7.2207 3.8819 22.4547
H 7.4083 5.2609 21.4354
C 12.0570 0.1986 22.5485
C 11.6802 1.1039 21.4924
O 12.0703 0.5062 20.3117
S 12.4918 -1.0814 20.3557
O 13.9022 -1.4027 20.1188
O 11.4853 -1.9576 19.6999
O 12.1319 -1.0944 22.0205
H 11.4685 0.1912 23.4659
H 13.0437 0.4846 22.9129
H 12.0091 2.1413 21.5524
H 10.5951 1.1750 21.4176
C 10.5645 -1.5145 26.9942
C 10.0372 -0.2151 26.3720
O 8.9361 0.1505 27.1662
S 8.8193 -0.6061 28.6446
O 7.3698 -0.8778 28.8726
O 9.7412 0.0212 29.6048
O 9.6128 -1.9803 27.9713
H 11.5383 -1.3259 27.4461
H 10.7262 -2.2677 26.2230
H 9.5825 -0.4669 25.4139
H 10.6959 0.6329 26.1844
C 11.2429 1.3209 17.3082
C 10.3328 0.2053 17.2692
O 10.0628 -0.1214 15.8914
S 10.0935 1.2759 15.0117
O 8.8459 2.0448 15.1823
O 10.5891 0.9311 13.6848
O 11.3068 1.7089 16.0149
H 12.1744 1.0850 17.8228
H 10.8249 2.1995 17.7996
H 9.3937 0.6242 17.6307
H 10.6543 -0.6506 17.8626
C 13.9050 -4.3368 23.9744
C 14.0723 -4.2283 22.4211
O 15.1649 -3.3620 22.1316
S 15.8595 -2.8311 23.5729
O 15.4177 -1.5550 24.0641
O 17.2717 -3.1314 23.6302
O 15.1332 -4.0017 24.4955
H 13.5470 -5.3146 24.2966
H 13.2452 -3.5639 24.3686
H 13.2239 -3.7060 21.9790
H 14.1122 -5.1865 21.9030
O 10.3112 -2.8954 23.2349
S 10.1182 -4.2906 23.4396
O 10.7219 -5.2165 22.4960
O 10.6580 -4.5687 25.0176
C 10.6330 -5.8760 25.4400
C 11.2347 -5.9453 26.8862
C 8.3106 -4.7212 23.5021
H 11.0672 -6.5043 24.6623
H 9.6511 -6.3414 25.5264
H 11.0847 -6.9029 27.3848
H 10.9161 -5.1469 27.5564
H 12.3168 -5.9062 26.7619
H 7.8500 -4.3695 24.4254
H 8.1997 -5.8043 23.5540
H 7.8165 -4.4360 22.5733
O 12.4727 3.9148 19.8663
S 12.2324 5.3030 19.4129
O 11.8356 5.5737 18.0473
O 11.1772 6.0616 20.5011
C 10.3846 7.1958 20.1801
C 11.1861 8.4901 19.8771
C 13.8157 6.1967 19.8101
H 9.8317 7.3453 21.1075
H 9.5452 6.9177 19.5428
H 11.4632 8.6092 18.8297
H 11.9793 8.5040 20.6246
H 10.6246 9.3993 20.0922
H 14.5779 5.6659 19.2397
H 13.9864 6.1356 20.8850
H 13.6639 7.2135 19.4481
O 11.6243 2.8144 24.9342
S 10.3331 3.2676 24.5623
O 9.5066 2.7224 23.5320
O 9.2986 3.5459 25.8647
C 7.8652 3.4382 25.6625
C 6.7630 3.3728 26.7481
C 10.5872 5.0538 24.1909
H 7.7281 2.6145 24.9618
H 7.5188 4.2576 25.0328
H 6.6351 4.3628 27.1859
H 7.1776 2.6861 27.4861
H 5.9357 2.9235 26.1988
H 10.8299 5.5456 25.1329
H 9.7163 5.4013 23.6351
H 11.4908 4.9641 23.5881
O 16.8305 -5.3497 16.5391
S 15.6602 -4.8454 17.2430
O 14.5806 -4.1470 16.5654
O 14.9552 -6.0635 18.2029
C 13.7394 -5.8436 18.9153
C 13.4451 -7.0981 19.7981
C 16.3822 -3.8873 18.5775
H 12.9550 -5.6611 18.1809
H 13.8801 -4.9872 19.5748
H 12.5684 -6.9231 20.4217
H 14.3218 -7.3515 20.3941
H 12.9830 -7.8712 19.1841
H 15.7134 -3.6463 19.4039
H 16.6748 -2.9604 18.0842
H 17.2713 -4.3699 18.9832
C 15.9340 2.6075 19.9930
C 17.2914 2.4605 19.8988
C 17.9596 1.4567 20.5550
C 17.2583 0.5491 21.2648
C 15.9353 0.6600 21.2937
C 15.2128 1.6320 20.6396
H 15.3463 3.3380 19.4570
H 17.9523 3.1546 19.4010
H 19.0392 1.4412 20.5817
H 17.8696 -0.1156 21.8571
H 15.3785 0.0207 21.9628
H 14.1377 1.5908 20.7345
C 9.3578 -3.6926 16.7216
C 8.4218 -4.4703 16.0130
C 8.8258 -5.5095 15.2364
C 10.1274 -5.8838 15.2180
C 11.0230 -5.2842 16.0195
C 10.7024 -4.0731 16.6685
H 9.0631 -2.8708 17.3574
H 7.3864 -4.1631 16.0065
H 8.0917 -6.1347 14.7500
H 10.4825 -6.7905 14.7510
H 12.0358 -5.6124 15.8384
H 11.4202 -3.4881 17.2243
C 14.9124 1.4627 27.0572
C 14.2302 0.4547 26.4329
C 14.1689 -0.8110 26.9636
C 14.8874 -1.0101 28.1498
C 15.7420 -0.0645 28.6755
C 15.7293 1.2748 28.1929
H 14.5505 2.4089 26.6828
H 13.7784 0.6621 25.4741
H 13.4763 -1.5213 26.5369
H 14.9209 -1.9461 28.6875
H 16.3499 -0.2963 29.5376
H 16.1378 2.1453 28.6847

Its multiplicity is 2. The HOMO-LUMO gap (spin up / spin down) is 0.20873 / 0.05069 Eh. As for the calculated total energy: -205629.0702 eV. The net charge is +1.